The following is a quantum chemistry calculation of a gas-phase ion, C12H16NS (charge +1), from OMol25.

HOMO energy: -12.4 eV
ΔE to the lowest compared entry with this formula, charge and spin: 451.1 kJ/mol
LUMO: -0.182 hartree

Structure (ORCA input):
```
! RIJCOSX wB97M-V def2-TZVPD def2/J DEFGRID3
* xyz 1 1
C 0.847 1.834 3.171
C 1.543 2.820 2.515
C 0.169 0.850 2.442
C 1.259 2.975 1.145
C 0.031 0.845 1.067
C 0.570 1.986 0.407
C 0.613 -1.868 -0.887
C 1.346 -0.551 -1.192
C -0.197 -1.530 0.332
C 0.357 0.312 -1.871
C -0.703 0.080 -2.877
C -2.121 -0.164 0.556
N -0.706 -0.120 0.328
S 0.287 1.973 -1.316
H 1.053 1.894 4.209
H 2.173 3.661 2.937
H -0.286 0.134 3.157
H 1.644 3.707 0.547
H -0.146 -2.142 -1.558
H 1.277 -2.744 -0.546
H 1.806 -0.002 -0.241
H 2.132 -0.590 -1.981
H -0.952 -2.236 0.559
H 0.499 -1.718 1.319
H -1.618 0.798 -2.886
H -0.979 -0.885 -2.893
H -0.169 0.204 -3.794
H -2.488 -0.486 -0.373
H -2.498 -0.918 1.158
H -2.461 0.816 0.815
*
```